Below is a cluster of 9 separate species, C19H56O17 in total, with properties calculated with ωB97M-V with the def2-TZVPD basis set.

The charge is 0. As for the HOMO-LUMO gap: 9.8 eV. The spin multiplicity is 1. Its structure (SMILES) is CC(C)O.OCCO.OCCO.OCCO.OCCO.OCCO.OCCO.OCCO.OCCO.

Geometry (Å):
H1 5.985 3.479 -3.525
H2 -1.519 4.063 -1.949
O1 -0.786 -7.793 -0.319
H3 8.908 5.113 -2.877
H4 6.320 5.821 7.570
H5 7.105 -1.799 -1.977
O2 -1.508 4.087 -2.909
O3 -1.558 -2.042 8.808
O4 -1.468 -0.514 -0.807
H6 -9.227 -7.237 1.478
C1 8.060 5.606 -2.402
H7 -2.979 -6.820 -2.431
H8 -9.086 -3.669 -0.507
H9 -2.418 -8.489 -3.808
H10 5.066 4.564 -1.120
H11 -0.502 -7.377 -2.424
C2 -2.474 -7.661 -1.956
C3 5.508 5.380 -1.692
H12 5.867 3.568 6.855
O5 5.802 5.634 6.783
H13 -1.167 0.362 -1.056
O6 -3.845 1.924 -9.546
C4 5.198 4.426 4.980
O7 -8.947 -6.326 1.589
H14 4.790 5.685 -2.452
O8 -2.672 -2.819 11.726
H15 -0.707 -8.702 -0.618
H16 0.314 -0.888 1.286
H17 -3.101 -3.262 8.415
H18 -1.337 6.199 -2.890
H19 -1.316 2.463 -7.261
C5 -1.036 -7.114 -1.511
O9 6.567 4.238 -3.604
H20 -3.724 -4.109 10.626
O10 -3.865 4.195 -3.879
H21 5.673 3.739 4.280
C6 -0.574 -0.276 1.444
H22 -3.592 -1.934 9.163
H23 7.094 4.661 5.996
O11 -10.384 -3.665 1.048
C7 -2.793 -3.552 10.521
H24 -3.892 6.178 -3.341
H25 -2.637 3.328 -10.566
C8 6.533 -2.364 0.177
H26 -4.347 2.107 -8.749
O12 3.996 3.726 5.138
H27 -2.727 -0.091 0.792
H28 -1.056 -6.054 -1.256
H29 7.834 6.413 -3.100
C9 -1.888 5.379 -3.350
H30 7.248 3.865 -1.708
C10 -1.387 2.418 -9.195
H31 -10.705 -4.400 1.577
C11 -2.768 -2.643 9.248
C12 -9.131 -5.597 0.319
H32 -0.598 3.164 -9.302
H33 4.970 5.383 4.511
C13 6.298 -2.263 -1.410
C14 -9.144 -4.075 0.503
H34 6.582 -1.324 0.499
O13 5.124 -1.546 -1.708
H35 0.238 1.426 2.008
C15 -2.844 2.963 -9.560
H36 -10.022 -5.917 -0.221
H37 4.359 -2.090 -1.508
O14 -2.385 -8.753 -2.885
C16 -3.336 5.269 -3.114
H38 -3.594 5.030 -2.082
C17 6.051 4.408 6.186
H39 3.700 3.702 6.051
H40 5.296 -2.516 1.675
H41 -1.161 1.686 -9.970
H42 -8.279 -5.967 -0.252
H43 -0.771 -0.585 2.470
H44 -0.936 -2.773 8.826
H45 -2.059 -1.498 0.763
H46 7.522 -2.801 0.316
H47 6.224 -3.315 -1.686
H48 -8.290 -3.809 1.126
H49 -3.103 3.837 -8.961
O15 5.401 -2.901 0.801
C18 6.816 4.693 -2.270
H50 -3.060 -7.971 -1.091
C19 -1.742 -0.480 0.535
H51 -1.616 5.426 -4.405
H52 5.854 6.331 -1.287
H53 -2.015 -4.312 10.444
O16 -1.517 1.795 -7.921
O17 -0.433 1.141 1.384
H54 -3.476 -2.324 11.900
H55 -3.159 3.551 -3.966
H56 8.365 5.993 -1.430

Cartesian forces (eV/Å) of the 6 atoms listed first:
-0.126 -0.108 -0.226
-0.008 0.020 0.103
1.590 -0.521 0.127
-0.130 -0.472 0.265
0.110 -0.341 -0.006
0.177 0.006 0.478